(1)
77
Properties=species:S:1:pos:R:3 method="wB97M-V/def2-TZVPD" smiles="COc1ccc(-c2nnn(CC(=O)N(CCN3CCOCC3)[C@H](C(=O)NC3CCCCC3)c3ccco3)n2)cc1" lumo_ha=0.022 orbital_gap_ev=8.92 energy_ev=-50304.0283 relative_energy_kj_mol=0.0
H 9.46 0.03 1.39
C 2.59 1.87 -0.78
H -1.18 2.55 -2.25
N 0.79 2.96 -0.68
H -3.46 3.45 0.30
H 3.96 -0.07 -2.01
C -2.42 -0.58 0.18
H 8.04 0.48 2.37
H -5.01 0.06 2.82
H 6.25 -0.85 -1.45
C 0.86 -2.33 0.96
N -1.82 0.60 -0.47
C 6.51 0.55 0.14
H 0.64 -2.54 2.01
C 4.52 0.39 -1.21
H -5.81 1.35 3.76
N -4.43 1.60 0.69
C 1.93 -1.24 0.88
C -3.93 -3.18 -1.97
H -0.41 -1.80 -0.65
H -7.52 0.33 0.28
C -1.14 0.43 -1.61
H 1.59 -0.35 1.42
C -3.06 -1.51 -0.79
C -3.44 2.40 -0.01
H -2.50 -3.56 -0.30
H -1.89 1.64 1.31
C 5.78 -0.04 -0.90
N -0.38 -1.85 0.36
C 2.65 -4.08 0.83
O -3.89 -0.97 -1.71
H 3.91 -2.74 -0.30
C -4.67 2.05 2.05
O -0.95 -0.66 -2.13
H 4.00 -0.95 1.40
H 1.47 -3.36 -0.82
H 8.74 1.65 1.22
C -3.06 -2.87 -0.90
H 2.99 -4.97 0.29
H -6.24 2.40 -0.08
C 3.72 -2.98 0.74
N 1.97 2.90 -0.18
H -1.28 2.58 -0.05
H -4.16 -4.15 -2.35
H 2.50 -4.35 1.87
O -6.77 0.83 2.07
N 0.69 2.00 -1.56
H 6.46 2.08 1.66
H -3.64 2.35 -1.08
C 5.93 1.60 0.85
C -5.69 1.45 -0.01
H -6.03 -0.54 0.73
C -4.40 -1.99 -2.43
H -3.72 2.13 2.59
C 4.66 2.03 0.54
C -1.34 -1.25 1.06
C -6.54 0.43 0.75
O -1.38 -1.16 2.27
H -5.49 1.08 -1.02
H -5.08 -1.74 -3.22
C -5.55 1.01 2.76
C 3.25 -1.73 1.47
H 0.57 -4.36 0.32
C -2.02 1.85 0.24
H 2.08 -0.96 -0.17
O 7.74 0.04 0.36
H 4.20 2.84 1.10
N 1.78 1.29 -1.67
C 1.33 -3.59 0.24
H 3.10 -1.96 2.53
C 8.53 0.59 1.39
H 4.65 -3.34 1.18
H -5.17 3.03 2.07
C -0.52 1.68 -2.26
C 3.94 1.43 -0.49
H -0.27 1.41 -3.29
H -3.20 -0.18 0.84

---

(2)
80
Properties=species:S:1:pos:R:3 method="wB97M-V/def2-TZVPD" multiplicity=3 lumo_ha="0.012 / -0.083" orbital_gap_ev="7.80 / 5.04" energy_ev=-90512.6062 relative_energy_kj_mol=101.5
N -1.73 -2.83 2.74
H 3.58 4.20 4.71
S 3.05 -0.34 -0.06
H -3.25 -4.29 4.43
C -1.04 -2.50 3.89
C 0.75 1.46 3.94
C -3.95 4.17 -1.13
C 1.85 2.19 4.11
H -6.21 3.16 1.28
C 1.42 -4.38 -1.72
H 0.07 -3.24 -2.91
H -3.41 -4.12 0.70
H -2.60 -5.66 0.98
H -1.67 -4.27 0.41
H -4.58 1.50 -1.63
C -0.65 -1.22 3.79
C -2.51 1.79 0.36
H 2.47 4.78 1.19
C 4.51 -0.42 -0.80
N -1.10 -0.71 2.59
C 1.36 2.18 1.93
H -4.23 -3.69 3.07
S -2.77 -1.46 0.59
H -6.42 4.28 -0.06
H -0.92 -5.12 4.06
H -3.47 4.96 -0.54
C -2.64 1.91 2.56
N 5.55 -0.48 -1.32
H -0.13 0.18 0.82
H -4.71 4.63 -1.77
C -3.47 -4.42 3.37
C -4.62 3.14 -0.21
H -3.87 -5.42 3.21
C 2.99 4.87 2.14
Au -0.95 -0.76 -1.15
C -2.21 -4.23 2.52
H -2.36 1.72 3.59
N 0.42 1.41 2.59
S 1.32 2.53 0.29
H 0.13 1.01 4.71
H 4.54 2.74 4.36
H 0.68 -1.87 1.10
H 2.38 2.42 5.02
H -0.07 -0.64 4.48
C 3.45 3.50 2.64
H 4.72 1.86 2.03
H -5.77 1.31 -0.34
H -5.26 4.67 1.20
H -0.89 -3.19 4.70
H 2.25 -3.72 1.50
C 2.01 -4.50 -0.47
C -5.69 3.86 0.62
H -4.46 3.13 2.59
C 0.23 -2.42 -0.93
C 4.20 3.69 3.96
S -2.04 1.45 -1.25
H -0.17 -4.95 2.47
H 3.86 5.52 2.00
H 2.32 5.34 2.86
H -1.37 -6.20 2.76
C -3.68 2.61 2.07
C 0.53 -3.33 -1.94
H 5.29 3.45 1.51
C -5.30 2.03 -1.02
F 2.86 -5.53 -0.24
H -3.20 3.70 -1.76
N 2.26 2.64 2.87
N -1.90 1.42 1.51
H -6.06 2.45 -1.67
H 1.67 -5.08 -2.50
N -3.61 2.54 0.69
C -2.49 -4.58 1.06
C 0.86 -2.58 0.31
H 5.07 4.31 3.77
C -1.80 -1.70 1.97
H 3.93 2.69 0.69
B -0.63 0.57 1.82
C 4.40 2.83 1.65
C -1.10 -5.17 2.99
C 1.75 -3.62 0.55

---

(3)
80
Properties=species:S:1:pos:R:3 method="wB97M-V/def2-TZVPD" charge=+1 lumo_ha="-0.188 / -0.188" orbital_gap_ev="5.76 / 5.76" energy_ev=-70118.3016 relative_energy_kj_mol=127.3
H -0.07 -5.67 0.82
H 1.57 4.90 0.32
H 2.69 0.75 -1.40
H -3.75 4.51 -3.20
H 0.51 -6.64 -1.50
H -2.86 4.98 -1.75
H -1.27 2.68 1.30
H 1.26 2.26 3.00
H -1.13 -1.96 8.14
N -0.18 -3.73 2.39
N 1.93 -1.35 0.27
O 0.60 1.74 -2.84
C 0.39 -5.65 -1.93
C 3.20 -1.84 3.31
H -1.76 0.67 4.28
C -1.18 -1.26 4.86
C 1.37 0.35 -4.59
N -0.09 -3.33 -1.62
C 1.27 1.89 1.97
H -0.10 -4.46 4.82
H -2.00 4.74 -3.27
H 1.69 -0.57 -1.98
H 0.55 -0.33 -4.35
C -2.61 2.91 -2.31
S -1.17 0.06 -0.73
Si -0.12 1.87 -1.41
N 3.37 -2.61 4.14
H 0.60 1.04 1.90
H 2.28 1.55 1.75
H -3.56 1.36 -1.14
C -0.59 -3.33 6.58
C 0.11 -3.12 -2.91
C -0.55 3.49 1.32
O -1.37 2.86 -1.56
C -3.72 2.40 -1.40
H -0.35 -4.13 7.27
H 1.89 4.59 2.03
N -0.04 -3.63 1.01
C 2.44 -1.16 1.32
C -0.60 -2.62 2.90
C 0.45 -4.15 -3.78
N -1.45 -0.23 3.95
H 3.29 -0.30 -2.68
H 3.08 2.77 -2.80
C -2.82 4.38 -2.65
C 0.86 2.99 1.01
H 2.30 2.93 -4.38
H -1.66 -0.10 6.61
C -0.02 -4.71 0.32
C 1.80 1.11 -3.34
H -4.69 2.48 -1.89
C -2.50 2.07 -3.57
H -2.35 1.01 -3.33
C 1.86 4.14 1.04
H 3.66 1.82 -4.18
C -0.75 -2.48 4.34
C 2.40 0.19 -2.29
H 2.85 3.77 0.79
C -1.03 -2.10 7.08
H 0.59 -3.92 -4.83
Au -0.23 -1.82 0.08
C 0.58 -5.43 -3.29
H -1.66 2.40 -4.18
H 1.00 1.05 -5.34
C -1.29 -0.40 2.65
H 2.20 -0.21 -5.02
H -0.87 4.23 0.59
C -1.33 -1.06 6.23
C 2.77 2.23 -3.70
H -3.75 2.99 -0.48
H -1.52 0.43 1.99
H 0.00 -2.10 -3.25
H 0.83 -6.25 -3.95
O 0.93 2.45 -0.32
H -0.56 3.95 2.31
C 0.07 -4.58 -1.13
N -0.90 -1.52 2.11
N 3.00 -0.87 2.41
C -0.45 -3.52 5.23
H -3.41 2.15 -4.16